Version one
The following is a quantum chemistry calculation of a cluster of 2 separate species, C3H8F2N2 in total, from the Open Molecules 2025 dataset.

Element x y z (Å)
C 0.117 0.412 1.870
C 0.118 0.497 -0.655
C -0.631 0.343 0.563
N 0.928 -1.680 -0.478
N -0.277 0.793 -1.992
F -1.420 1.507 0.544
F -1.548 -0.602 0.453
H -0.525 -0.039 2.669
H 0.448 1.472 2.140
H 1.091 -0.251 1.878
H 1.162 0.767 -0.504
H 0.229 -2.327 -0.201
H 1.219 -1.691 -1.400
H -1.184 0.529 -2.268
H 0.273 0.270 -2.620

HOMO (spin up / spin down): -8.6116 / -8.2254 eV
Orbital gap (spin up / spin down): 8.797 / 8.312 eV



Version two
The following is a quantum chemistry calculation of a cluster of 2 separate species, C3H8F2N2 in total, from the Open Molecules 2025 dataset.

Element x y z (Å)
C -1.040 -1.719 0.214
C -0.291 0.727 0.458
C -1.270 -0.269 -0.067
N 1.535 -0.073 -0.454
N -0.388 2.001 0.030
F -2.573 0.126 0.472
F -1.616 -0.064 -1.391
H -1.918 -2.228 -0.389
H -1.100 -1.781 1.377
H 0.014 -2.134 -0.099
H 0.306 0.513 1.453
H 1.830 0.602 -1.164
H 2.185 0.258 0.269
H -0.885 2.169 -0.819
H 0.071 2.786 0.443

HOMO (spin up / spin down): -8.0346 / -8.0360 eV
Orbital gap (spin up / spin down): 8.764 / 8.765 eV



Winner for stability: version two



Version one
The following is a quantum chemistry calculation of the ion C5H14N2 with charge -1, from the Open Molecules 2025 dataset.

Element x y z (Å)
C -2.283 0.399 -1.040
C -1.005 0.377 -1.872
C 0.069 -0.641 -1.429
C 0.135 -0.829 0.071
N 0.603 0.356 0.773
C 1.828 0.542 1.473
N 1.906 -0.047 2.834
H -2.280 1.170 -0.269
H -3.087 0.693 -1.722
H -2.642 -0.546 -0.663
H -1.250 0.172 -2.909
H -0.491 1.335 -1.802
H 1.042 -0.259 -1.751
H -0.033 -1.633 -1.865
H -0.835 -1.057 0.502
H 0.771 -1.676 0.353
H -0.105 1.031 1.012
H 1.912 1.625 1.556
H 2.633 0.113 0.872
H 0.942 -0.099 3.144
H 2.169 -1.026 2.734

HOMO (spin up / spin down): 1.3690 / -4.7943 eV
Orbital gap (spin up / spin down): 2.751 / 8.859 eV
Charge: -1
Multiplicity: 2
⟨S²⟩: 0.7503



Version two
The following is a quantum chemistry calculation of the ion C5H14N2 with charge -1, from the Open Molecules 2025 dataset.

Element x y z (Å)
N -1.583 1.529 -1.937
C -0.163 1.613 -1.632
C 0.158 1.176 -0.193
N -0.098 -0.299 -0.167
C 0.938 -0.370 2.174
C 0.698 -1.072 0.779
C 0.138 -2.510 0.998
H -2.114 0.712 -1.647
H -1.687 1.419 -2.957
H 0.217 2.618 -1.814
H 0.333 0.867 -2.263
H 1.244 1.249 0.018
H -0.277 1.858 0.558
H -0.926 -0.477 -0.704
H 1.031 -1.119 2.960
H -0.001 0.125 2.435
H 1.738 0.350 2.002
H 1.660 -0.982 0.262
H 0.528 -3.106 0.161
H -0.929 -2.426 1.173
H 0.577 -2.947 1.898

HOMO (spin up / spin down): 1.4833 / -4.4577 eV
Orbital gap (spin up / spin down): 2.513 / 8.360 eV
Charge: -1
Multiplicity: 2
⟨S²⟩: 0.7504



Version three
The following is a quantum chemistry calculation of the ion C5H14N2 with charge -1, from the Open Molecules 2025 dataset.

Element x y z (Å)
C -1.832 0.468 0.975
C -1.103 -0.064 -0.324
C -0.023 -1.149 -0.175
C 1.349 -0.525 0.149
N 1.533 0.838 -0.390
C 2.481 0.980 -1.562
N -2.723 -0.593 1.411
H -2.492 1.263 0.707
H -1.135 0.603 1.864
H -0.649 0.690 -0.863
H -1.969 -0.460 -0.786
H -0.091 -1.685 -1.186
H -0.390 -1.985 0.491
H 2.165 -1.156 -0.177
H 1.361 -0.576 1.230
H 1.613 1.661 0.172
H 2.659 1.997 -1.657
H 2.156 0.309 -2.329
H 3.407 0.619 -1.104
H -2.677 -0.758 2.479
H -3.640 -0.479 1.077

HOMO (spin up / spin down): 1.4869 / -4.5485 eV
Orbital gap (spin up / spin down): 2.430 / 8.791 eV
Charge: -1
Multiplicity: 2
⟨S²⟩: 0.7504



Winner for stability: version one



Version one
The following is a quantum chemistry calculation of a structure of composition C43H39BrF4N4PS4SiW, from the Open Molecules 2025 dataset.

Element x y z (Å)
W -0.378 -0.459 -0.196
F 0.998 -3.030 6.769
C 0.444 -2.796 5.607
C -0.662 -3.524 5.201
F -1.164 -4.454 5.980
C -1.245 -3.256 3.971
F -2.335 -3.946 3.657
C -0.734 -2.296 3.101
P -1.617 -1.957 1.555
C -3.199 -1.308 2.152
C -4.346 -2.096 2.187
C -5.531 -1.557 2.672
C -5.570 -0.249 3.128
C -4.421 0.534 3.104
C -3.238 0.009 2.615
C -1.923 -3.556 0.760
C -2.897 -3.628 -0.237
C -3.164 -4.838 -0.860
C -2.460 -5.979 -0.491
C -1.475 -5.904 0.483
C -1.195 -4.692 1.100
C 0.367 -1.567 3.551
Br 1.101 -0.150 2.549
C 0.952 -1.803 4.778
F 1.989 -1.093 5.187
H -4.325 -3.126 1.860
H -6.423 -2.169 2.698
H -6.494 0.159 3.516
H -4.453 1.553 3.466
H -2.345 0.624 2.604
H -3.475 -2.751 -0.507
H -3.937 -4.896 -1.615
H -2.690 -6.929 -0.955
H -0.931 -6.792 0.777
H -0.423 -4.648 1.858
S -2.558 0.206 -0.719
C -3.119 -0.525 -2.147
C -4.432 -0.307 -2.609
C -4.805 -0.862 -3.806
C -3.897 -1.627 -4.566
C -2.620 -1.862 -4.119
C -2.230 -1.307 -2.888
S -0.711 -1.624 -2.187
H -5.125 0.285 -2.026
H -5.811 -0.709 -4.175
H -4.211 -2.033 -5.519
H -1.926 -2.455 -4.700
C -2.905 4.601 1.352
Si -1.277 4.075 2.048
C -1.367 3.554 3.822
C 0.101 5.250 1.707
C -0.864 2.453 1.129
C -0.668 1.372 0.568
H -3.327 5.406 1.958
H -3.625 3.781 1.337
H -2.794 4.977 0.334
H -1.607 4.422 4.440
H -0.413 3.152 4.168
H -2.141 2.804 3.998
H -0.107 6.190 2.224
H 0.192 5.472 0.643
H 1.059 4.874 2.070
S 4.505 3.113 -3.086
C 3.253 2.088 -2.484
C 3.388 1.606 -1.167
C 2.402 0.840 -0.615
N 1.256 0.520 -1.266
C 1.129 0.973 -2.535
C 2.085 1.723 -3.168
C 4.234 3.124 -4.843
C 3.247 3.909 -5.423
C 3.158 3.914 -6.808
N 3.973 3.223 -7.602
C 4.927 2.497 -7.026
C 5.104 2.409 -5.649
H 4.273 1.832 -0.586
H 2.523 0.446 0.383
H 0.205 0.743 -3.043
H 1.916 2.031 -4.190
H 2.588 4.527 -4.827
H 2.406 4.519 -7.302
H 5.591 1.963 -7.695
H 5.905 1.817 -5.229
C 0.460 -4.644 -2.096
N 1.749 -3.975 -2.041
C 2.813 -4.325 -3.005
C 4.029 -3.537 -2.491
N 3.402 -2.650 -1.499
C 2.148 -3.006 -1.247
S 1.329 -2.311 0.143
H 0.634 -5.717 -2.159
H -0.097 -4.323 -2.975
H -0.105 -4.428 -1.193
H 2.503 -4.028 -4.008
H 2.975 -5.401 -2.998
H 4.521 -2.962 -3.270
H 4.764 -4.179 -2.007
H 3.920 -2.055 -0.873

HOMO: -15.5512 eV
Orbital gap: 4.903 eV
Charge: +3



Version two
The following is a quantum chemistry calculation of a structure of composition C43H39BrF4N4PS4SiW, from the Open Molecules 2025 dataset.

Element x y z (Å)
W 0.468 0.218 0.429
F -5.850 -0.558 4.630
C -4.613 -0.406 4.234
C -3.619 -0.060 5.142
F -3.917 0.122 6.408
C -2.310 0.078 4.707
F -1.368 0.352 5.603
C -1.955 -0.076 3.368
P -0.191 0.058 2.894
C 0.511 -1.354 3.800
C 1.180 -1.222 5.012
C 1.695 -2.356 5.625
C 1.535 -3.605 5.045
C 0.862 -3.733 3.836
C 0.353 -2.610 3.209
C 0.411 1.583 3.675
C 1.793 1.707 3.835
C 2.321 2.844 4.423
C 1.473 3.861 4.844
C 0.103 3.751 4.658
C -0.434 2.619 4.063
C -2.970 -0.435 2.487
Br -2.591 -0.751 0.662
C -4.277 -0.608 2.901
F -5.203 -0.967 2.028
H 1.294 -0.257 5.486
H 2.223 -2.259 6.564
H 1.926 -4.484 5.539
H 0.742 -4.709 3.383
H -0.172 -2.701 2.265
H 2.442 0.897 3.530
H 3.390 2.925 4.570
H 1.883 4.736 5.332
H -0.556 4.542 4.993
H -1.505 2.541 3.920
S 2.446 -0.954 1.219
C 3.796 0.124 1.303
C 5.034 -0.312 1.786
C 6.105 0.556 1.762
C 5.962 1.852 1.250
C 4.739 2.299 0.796
C 3.645 1.434 0.833
S 2.059 1.970 0.392
H 5.142 -1.315 2.176
H 7.065 0.231 2.138
H 6.818 2.511 1.210
H 4.621 3.306 0.415
C 1.576 -5.459 -0.419
Si -0.131 -4.752 -0.756
C -1.424 -5.200 0.540
C -0.748 -5.061 -2.503
C 0.099 -2.892 -0.523
C 0.287 -1.712 -0.233
H 1.521 -6.543 -0.309
H 2.012 -5.049 0.494
H 2.258 -5.245 -1.243
H -1.625 -6.272 0.507
H -2.366 -4.679 0.359
H -1.091 -4.962 1.552
H -0.882 -6.134 -2.647
H -0.027 -4.712 -3.244
H -1.705 -4.572 -2.688
S -0.344 0.772 -6.194
C -0.020 0.792 -4.498
C -1.109 0.540 -3.640
C -0.918 0.480 -2.290
N 0.298 0.609 -1.699
C 1.344 0.846 -2.527
C 1.228 0.975 -3.885
C 0.919 1.823 -6.915
C 2.246 1.459 -7.067
C 3.077 2.350 -7.742
N 2.642 3.498 -8.236
C 1.370 3.835 -8.098
C 0.455 3.023 -7.434
H -2.101 0.407 -4.050
H -1.768 0.328 -1.640
H 2.317 0.914 -2.063
H 2.111 1.194 -4.468
H 2.630 0.508 -6.723
H 4.122 2.118 -7.911
H 1.062 4.775 -8.540
H -0.585 3.307 -7.351
C 0.697 4.864 1.413
N -0.345 4.855 0.411
C -0.652 6.075 -0.355
C -1.880 5.669 -1.185
N -1.912 4.217 -0.974
C -1.079 3.843 -0.008
S -1.175 2.239 0.641
H 0.567 5.733 2.058
H 1.681 4.917 0.946
H 0.626 3.967 2.024
H 0.205 6.339 -0.977
H -0.850 6.904 0.321
H -1.782 5.907 -2.241
H -2.799 6.124 -0.813
H -2.672 3.639 -1.295

HOMO: -15.3437 eV
Orbital gap: 4.532 eV
Charge: +3



Winner for stability: version one



Version one
The following is a quantum chemistry calculation of a structure of composition C2H6S2, from the Open Molecules 2025 dataset.

Element x y z (Å)
C -1.031 -0.129 1.935
C 1.089 0.000 -2.012
S 0.457 0.430 1.212
S -0.255 1.074 -1.363
H -1.800 -0.717 1.392
H -1.561 0.623 2.636
H -0.724 -0.952 2.595
H 1.138 -0.855 -1.304
H 1.900 0.700 -2.007
H 0.786 -0.173 -3.084

HOMO (spin up / spin down): -8.8390 / -8.8384 eV
Orbital gap (spin up / spin down): 7.126 / 7.126 eV



Version two
The following is a quantum chemistry calculation of a cluster of 2 separate species, C2H6S2 in total, from the Open Molecules 2025 dataset.

Element x y z (Å)
C -0.860 -0.347 1.148
S -1.434 -0.939 -0.420
S 1.527 1.078 0.354
C 0.969 0.287 -1.059
H -0.786 0.757 0.962
H 0.109 -0.804 1.338
H -1.566 -0.494 1.967
H 0.841 -0.787 -1.150
H 1.358 0.681 -2.005
H -0.158 0.569 -1.136

HOMO: -8.6361 eV
Orbital gap: 5.855 eV



Winner for stability: version one